# 1
DFT (ωB97M-V with the def2-TZVPD basis set) results for a molecular structure, C3H7AlNO5P.

XYZ file:
```
18
Properties=species:S:1:pos:R:3:forces:R:3
P -4.95491 -2.45610 0.24138 -1.98 -0.77 -0.21
Al -1.76651 -2.09078 -0.28603 -2.76 -0.47 0.43
O -4.39568 -3.12117 -1.08923 -0.99 0.22 1.73
O -4.49981 -0.98009 0.03412 1.12 1.73 0.09
O -3.95221 -2.74766 1.37564 2.29 -0.02 0.50
O -6.38127 -2.49108 0.89263 2.33 -0.70 -2.57
O 0.50505 -0.48236 0.66744 0.45 1.46 0.34
N 2.01310 1.06417 0.00412 1.31 2.02 0.05
C 0.93087 0.68363 0.69836 -0.84 -2.56 -0.71
C 2.86586 0.21860 -0.82771 -1.16 -0.77 0.13
C 2.46344 2.47625 0.07033 -0.85 -0.59 -0.48
H 1.72848 3.06931 0.61458 0.23 -0.14 0.35
H 2.44436 2.90266 -0.93263 0.25 -0.08 -0.17
H 3.46913 2.57416 0.47910 -0.09 -0.05 0.16
H 2.77972 0.50303 -1.87641 0.35 0.48 0.02
H 0.38127 1.47151 1.23633 0.36 0.06 -0.02
H 2.47495 -0.79887 -0.83556 0.01 0.00 0.45
H 3.89415 0.20478 -0.46645 -0.02 0.18 -0.11
```
Positions in Å, forces in eV/Å.

## Properties
- net charge = -1
- HOMO level (alpha / beta) (Eh) = -0.1422 / -0.1313
- orbital gap (alpha / beta) (hartree) = 0.21601 / 0.20512
- 2S+1 = 2

Charge distribution, Löwdin scheme, values in e: number 1, P, carries -0.1049; number 2, Al, carries 0.9096; number 3, O, carries -0.5257; number 4, O, carries -0.3242; number 5, O, carries -0.3903; number 6, O, carries -0.4570; number 7, O, carries -0.1706; number 8, N, carries -0.1832; number 9, C, carries -0.3142; number 10, C, carries -0.0407; number 11, C, carries -0.0510; number 12, H, carries 0.0801; number 13, H, carries 0.0826; number 14, H, carries 0.0835; number 15, H, carries 0.0899; number 16, H, carries 0.1416; number 17, H, carries 0.0855; number 18, H, carries 0.0890

# 2
DFT (ωB97M-V with the def2-TZVPD basis set) results for 7 unconnected molecules or ions with the total composition C31H74O12P2.

XYZ file:
```
119
Properties=species:S:1:pos:R:3:forces:R:3
P 0.21720 -0.18217 0.57178 0.17 0.12 -0.01
P 0.04718 -1.05112 -2.59676 -0.36 0.23 -0.57
O -0.29725 0.28893 -6.14337 0.03 0.08 -0.07
O -2.52999 -1.03040 -1.33120 -0.22 -0.07 0.13
O -0.95782 -0.96187 1.31913 0.42 0.14 -0.16
O 1.33819 -1.30589 0.40796 -0.11 -0.04 -0.07
O -1.35302 -8.51120 0.27824 -0.01 0.04 0.01
O 6.51632 4.48684 2.21224 -0.01 -0.01 -0.05
O -2.36058 -4.89689 -0.92394 0.07 -0.24 0.00
O 0.64797 1.01339 1.31739 -0.09 -0.07 0.02
O 4.59821 0.82777 0.22839 -0.07 -0.05 -0.13
O -2.44847 1.04568 -0.49374 -0.14 0.04 -0.35
O -2.20864 -0.15423 3.68842 0.26 0.04 -0.15
O -3.18487 3.75360 5.60009 -0.07 0.00 0.01
C -3.04222 -5.09606 -2.16895 -0.20 0.06 0.02
C -0.93716 1.04318 -7.17478 -0.14 -0.04 0.07
C 0.27971 -2.73951 -1.94631 -0.11 0.04 0.13
C -1.49489 2.14639 -0.55649 -0.40 -0.11 0.10
C -2.34337 3.80320 3.32628 -0.03 -0.10 0.03
C 7.62592 3.24176 3.97088 -0.06 -0.05 -0.05
C -3.89619 -6.35092 -2.10779 0.11 -0.10 0.07
C -3.32912 5.85809 4.40183 -0.06 0.00 0.08
C -0.85669 1.85456 -2.94335 0.33 -0.28 -0.26
C 4.15410 0.27519 1.45114 0.03 -0.04 0.03
C 0.30838 -7.05272 1.27221 -0.09 0.05 0.09
C -3.37103 4.34149 4.31139 0.18 0.05 -0.09
C 8.55273 5.42831 3.13313 -0.02 0.04 -0.08
C 4.50618 2.24016 0.17432 0.12 0.10 0.34
C 7.78807 4.16459 2.77342 0.01 0.03 0.16
C -1.62171 2.27027 -6.59238 0.12 -0.01 0.14
C -3.68021 0.26854 5.54612 0.05 0.09 -0.08
C -0.37535 0.13141 -1.15222 0.00 -0.38 -0.13
C -0.36164 1.65786 -1.50694 -0.39 0.56 0.76
C 2.26384 1.95100 -1.01574 0.08 0.12 -0.20
C -1.90457 0.17070 -7.95794 0.05 -0.06 0.01
C 0.53612 -7.87074 -1.09168 -0.03 -0.06 -0.03
C -3.85159 -3.86160 -2.52418 0.14 0.07 -0.03
C 0.03785 -8.19612 0.30850 0.04 0.13 -0.10
C -3.45055 -0.54952 4.28995 -0.10 -0.08 0.12
C -3.46827 -2.04651 4.54238 0.09 -0.01 -0.08
C 1.69650 -0.57427 -3.24799 0.21 0.01 0.20
C -2.25092 3.39334 -0.97355 -0.11 -0.05 0.09
C -1.90289 -0.06310 -1.02587 0.24 0.16 0.33
C 0.86573 2.55704 -1.18736 0.21 -0.16 -0.52
C 3.08571 2.75816 -0.02117 -0.01 0.26 -0.19
H -2.24602 -5.23348 -2.90378 0.04 0.00 0.03
H -4.66625 -6.24722 -1.33793 -0.03 0.02 -0.03
H 4.92720 2.67036 1.09052 0.04 0.06 -0.04
H -3.29690 -2.59472 3.61578 -0.01 0.01 0.00
H 2.54697 2.85386 0.92443 -0.01 -0.22 0.02
H 8.31503 3.63537 1.97737 -0.02 0.00 -0.02
H -2.07332 2.89475 -7.36409 0.00 -0.04 -0.04
H -0.04602 -7.29723 2.27403 0.01 -0.04 -0.01
H -0.22401 -6.15772 0.93647 0.05 0.02 -0.03
H -4.20999 -0.29756 3.54802 0.05 0.02 -0.05
H -3.03458 -4.75340 -0.24942 0.04 0.10 0.01
H -4.42402 -2.36009 4.96302 0.00 0.01 0.01
H 3.53126 -0.59453 1.23930 0.08 0.04 -0.02
H -2.89450 0.06870 6.28131 -0.03 -0.07 0.01
H 0.38044 -3.36397 -2.83713 0.01 0.01 -0.01
H -1.38833 -0.69600 -8.37011 0.01 0.01 0.00
H -3.64211 1.32973 5.30523 -0.06 0.04 0.10
H -0.25490 1.27627 -3.64177 0.05 0.13 -0.10
H 8.01120 5.99056 3.89941 0.02 -0.02 0.03
H 1.60782 -7.66567 -1.09485 0.00 0.01 0.01
H 6.00719 4.95963 2.88025 0.01 0.00 -0.01
H 1.13207 -2.90047 -1.29628 0.07 0.03 0.05
H 7.08220 2.34069 3.68689 0.01 0.00 -0.01
H 8.59381 2.95065 4.38090 0.01 0.01 0.00
H 1.37345 -6.82162 1.32633 0.01 0.00 -0.02
H 0.63632 3.16089 -0.30872 0.01 -0.13 0.10
H -1.58629 4.12783 -1.42742 0.01 0.02 0.04
H 5.15417 2.56871 -0.63930 -0.07 -0.17 -0.14
H 8.66289 6.06991 2.25919 0.00 -0.01 0.00
H -0.78424 2.89642 -3.25246 -0.11 0.04 0.13
H -2.67905 -2.31963 5.24892 -0.03 0.00 0.04
H 9.54469 5.19375 3.52120 0.00 -0.01 0.01
H 3.55183 0.98220 2.02660 -0.02 -0.01 -0.01
H -2.34616 6.18638 4.75171 0.01 0.00 -0.04
H 0.94220 3.26011 -2.02127 -0.06 0.13 0.10
H 1.54090 0.06354 -4.11874 0.05 0.02 0.01
H -0.97062 -0.02825 -5.52747 0.03 -0.06 0.03
H -3.51447 6.31694 3.42985 0.01 0.00 -0.01
H 7.05893 3.74489 4.75959 0.03 0.01 0.02
H -0.64688 -3.03792 -1.45190 0.07 -0.06 0.08
H -4.34015 -3.97090 -3.49385 -0.01 -0.04 0.01
H 3.17963 3.77516 -0.42142 -0.02 0.06 0.14
H 2.24829 0.90206 -0.72672 -0.02 0.05 0.11
H 2.78350 1.99893 -1.97791 0.01 -0.20 -0.01
H -2.40608 1.96228 -5.89460 -0.03 0.02 -0.03
H -2.70058 -0.19106 -7.30094 -0.02 0.03 -0.01
H 0.33788 -8.70105 -1.76962 0.01 -0.01 0.01
H 0.01677 -6.98621 -1.47223 0.03 0.03 0.02
H -3.20318 -2.98759 -2.54814 -0.05 0.03 -0.02
H 2.36669 -0.07517 -2.55587 0.04 -0.08 0.08
H 1.41240 -1.84743 1.20403 0.02 -0.02 -0.02
H -3.28193 -7.21741 -1.85643 -0.03 -0.03 -0.03
H -1.13018 2.28024 0.46055 0.28 -0.08 -0.08
H -0.89637 2.86823 -6.03958 -0.02 0.03 0.00
H 5.01284 -0.04224 2.05148 0.00 0.05 0.05
H -1.33401 4.07741 3.64679 0.00 0.04 -0.03
H 2.19560 -1.48246 -3.59033 -0.08 -0.04 -0.03
H 0.52693 -9.10311 0.66955 -0.04 -0.03 0.00
H -2.30959 4.00278 5.91727 -0.01 0.00 -0.01
H -2.50393 4.21157 2.32689 0.00 0.02 0.01
H -1.50167 -0.34899 4.31545 -0.04 0.07 0.06
H -1.88842 1.51765 -3.06408 0.00 0.00 -0.03
H -2.36443 0.72581 -8.77681 0.00 0.01 0.01
H -4.39119 -6.54772 -3.05933 0.00 0.03 -0.01
H -2.72084 3.84398 -0.09986 -0.01 0.05 -0.03
H -4.07652 6.22097 5.10717 -0.01 -0.01 -0.01
H -4.62198 -3.68117 -1.76880 -0.03 -0.03 -0.02
H -3.04729 3.13943 -1.67188 0.10 0.03 -0.14
H -4.36936 4.02317 4.00420 -0.01 -0.01 0.03
H -1.28201 -0.40570 2.05565 -0.49 -0.25 0.19
H -2.39164 2.71476 3.27127 -0.01 0.00 -0.01
H -4.64221 0.03805 6.00481 0.00 -0.02 -0.02
H -0.12334 1.36070 -7.82963 0.02 -0.02 0.01
H -1.81247 -7.72427 -0.04218 -0.01 0.00 0.02
```
Positions in Å, forces in eV/Å.

## Properties
- HOMO level (Eh) = -0.2923
- orbital gap (hartree) = 0.30633
- SMILES string = COCCCC[C@]1(C)[C@@H](C)OC(=O)[C@]1(P(C)C)P(=O)(O)O.CC(C)O.CC(C)O.CC(C)O.CC(C)O.CC(C)O.CC(C)O

Results of the Löwdin charge analysis, in e, for atoms 1 through 99: number 1, P, carries 0.5004; number 2, P, carries 0.9865; number 3, O, carries -0.0766; number 4, O, carries 0.1040; number 5, O, carries -0.1108; number 6, O, carries -0.1366; number 7, O, carries -0.0569; number 8, O, carries -0.0611; number 9, O, carries -0.0730; number 10, O, carries -0.2361; number 11, O, carries -0.1884; number 12, O, carries 0.0567; number 13, O, carries -0.0753; number 14, O, carries -0.0624; number 15, C, carries -0.4971; number 16, C, carries -0.4955; number 17, C, carries -0.2857; number 18, C, carries -0.3005; number 19, C, carries -0.0501; number 20, C, carries -0.0612; number 21, C, carries -0.0565; number 22, C, carries -0.0626; number 23, C, carries -0.0535; number 24, C, carries -0.1031; number 25, C, carries -0.0612; number 26, C, carries -0.4979; number 27, C, carries -0.0639; number 28, C, carries -0.2264; number 29, C, carries -0.5026; number 30, C, carries -0.0632; number 31, C, carries -0.0468; number 32, C, carries -0.3717; number 33, C, carries -0.3948; number 34, C, carries -0.2058; number 35, C, carries -0.0616; number 36, C, carries -0.0579; number 37, C, carries -0.0529; number 38, C, carries -0.4992; number 39, C, carries -0.4749; number 40, C, carries -0.0531; number 41, C, carries -0.2545; number 42, C, carries -0.0094; number 43, C, carries -0.5664; number 44, C, carries -0.1175; number 45, C, carries -0.1813; number 46, H, carries 0.1356; number 47, H, carries 0.0846; number 48, H, carries 0.1041; number 49, H, carries 0.0790; number 50, H, carries 0.1031; number 51, H, carries 0.1382; number 52, H, carries 0.0788; number 53, H, carries 0.0777; number 54, H, carries 0.0731; number 55, H, carries 0.1433; number 56, H, carries 0.0907; number 57, H, carries 0.0824; number 58, H, carries 0.0641; number 59, H, carries 0.0873; number 60, H, carries 0.0408; number 61, H, carries 0.0784; number 62, H, carries 0.0572; number 63, H, carries 0.0372; number 64, H, carries 0.0803; number 65, H, carries 0.0784; number 66, H, carries 0.0878; number 67, H, carries 0.0255; number 68, H, carries 0.0740; number 69, H, carries 0.0797; number 70, H, carries 0.0777; number 71, H, carries 0.1110; number 72, H, carries 0.0895; number 73, H, carries 0.1242; number 74, H, carries 0.0787; number 75, H, carries 0.0878; number 76, H, carries 0.0830; number 77, H, carries 0.0793; number 78, H, carries 0.0870; number 79, H, carries 0.0810; number 80, H, carries 0.1176; number 81, H, carries 0.0205; number 82, H, carries 0.0661; number 83, H, carries 0.0795; number 84, H, carries 0.0810; number 85, H, carries 0.0207; number 86, H, carries 0.0823; number 87, H, carries 0.1211; number 88, H, carries 0.0695; number 89, H, carries 0.1192; number 90, H, carries 0.0798; number 91, H, carries 0.0821; number 92, H, carries 0.0787; number 93, H, carries 0.0732; number 94, H, carries 0.0541; number 95, H, carries 0.0174; number 96, H, carries 0.0997; number 97, H, carries 0.0682; number 98, H, carries 0.1240; number 99, H, carries 0.0739